# 1
{"formula": "C6H8CeO6", "method": "ωB97M-V with the def2-TZVPD basis set", "homo_lumo_gap_ev": [5.228, 9.618], "s2": 2.001, "charge": 0, "e_homo_ev": [-5.207, -9.808], "spin_multiplicity": 3, "symbols": ["O", "C", "C", "O", "O", "C", "H", "H", "H", "H", "H", "O", "O", "C", "C", "O", "C", "H", "H", "H", "Ce"], "positions_angstrom": [[-2.16303, -0.40959, 0.57333], [0.56378, 1.66617, 0.72106], [-2.65365, 0.81559, 0.20418], [1.28146, 2.24788, 1.50533], [-0.62919, 2.17923, 0.47987], [-1.64970, 1.75632, -0.44749], [-3.04803, 1.32593, 1.10980], [-3.50118, 0.75949, -0.51455], [-2.15047, 2.68982, -0.73697], [-1.18784, 1.33059, -1.34172], [1.26317, -1.44257, -2.78489], [0.82235, -0.63619, 1.00874], [0.30784, -0.34302, -1.27505], [1.35042, -0.51032, -2.20810], [2.59612, -0.50840, -1.33315], [2.29106, 0.47403, -0.34856], [1.01030, 0.29861, 0.13603], [1.34351, 0.35698, -2.88856], [3.49316, -0.17783, -1.86759], [2.76350, -1.48603, -0.85686], [-0.90799, -1.94636, 0.14186]], "forces_ev_per_a": [[-0.2614, -0.3000, -0.3102], [0.3810, 0.7868, 0.4420], [-1.0054, 1.7277, 0.2029], [-0.4191, -1.1048, -1.0566], [-0.9256, 0.3913, -0.1147], [0.4570, -0.1233, -0.1037], [0.1315, -0.1384, -0.4241], [0.3057, -0.2691, 0.3066], [0.0346, -0.2898, 0.1649], [-0.1078, -0.0699, 0.1604], [-0.2043, 0.2244, 0.2165], [-0.4789, -0.6787, -0.2825], [-0.5755, 0.4224, 0.6982], [0.3448, 0.3720, -0.0778], [0.1517, 0.1447, 0.0765], [0.0656, 0.0684, -0.3976], [1.2372, -0.5363, 0.0989], [0.1264, -0.3318, 0.0620], [-0.1695, -0.1434, 0.2266], [0.0026, 0.1744, -0.1455], [0.9097, -0.3267, 0.2571]], "mulliken_spin": [-0.088, -0.028, -0.014, 0.002, 0.004, 0.002, 0.003, -0.005, 0.002, 0.007, 0.009, -0.036, -0.088, -0.034, 0.007, 0.008, -0.113, 0.003, 0.000, 0.005, 2.354]}

***

# 2
{"formula": "C16H32NS", "method": "ωB97M-V with the def2-TZVPD basis set", "homo_lumo_gap_ev": [9.701, 6.992], "s2": 0.753, "charge": 0, "e_homo_ev": [-9.173, -8.791], "spin_multiplicity": 2, "symbols": ["C", "C", "C", "C", "N", "H", "H", "H", "H", "H", "H", "H", "S", "C", "C", "C", "C", "C", "C", "C", "C", "C", "C", "C", "C", "H", "H", "H", "H", "H", "H", "H", "H", "H", "H", "H", "H", "H", "H", "H", "H", "H", "H", "H", "H", "H", "H", "H", "H", "H"], "positions_angstrom": [[-0.06460, -1.85801, -5.78375], [0.53924, -3.15271, -5.21846], [-0.05910, -4.47643, -5.73349], [2.01896, -3.15782, -5.23133], [3.17900, -3.21265, -5.13916], [0.48586, -0.96720, -5.43413], [-0.05017, -1.86123, -6.87742], [-1.11656, -1.81389, -5.46420], [0.54781, -5.33849, -5.40299], [-1.10016, -4.55427, -5.37587], [-0.04542, -4.46922, -6.82855], [0.32724, -3.12953, -4.18432], [-1.34955, -3.70209, 0.38645], [-1.75129, -3.52911, -1.37259], [-2.39486, -2.14382, -1.73203], [-2.16362, -1.20233, -0.55920], [-2.83142, 0.17983, -0.69156], [-2.55693, 0.93422, 0.62736], [-1.06553, 1.10313, 0.93699], [-0.81039, 1.93703, 2.18908], [0.67488, 2.06550, 2.47923], [0.96218, 2.83752, 3.75111], [2.45228, 2.93985, 4.04760], [2.80573, 3.69725, 5.32257], [4.30998, 3.77756, 5.55559], [-0.92957, -3.75735, -2.14963], [-2.71458, -4.17292, -1.40283], [-2.04483, -1.70134, -2.68216], [-3.47384, -2.26631, -1.94414], [-2.54187, -1.69368, 0.37966], [-1.06749, -1.02280, -0.44554], [-2.36977, 0.72334, -1.53779], [-3.92039, 0.07765, -0.85845], [-3.04958, 1.91352, 0.57654], [-3.03291, 0.38931, 1.46214], [-0.59071, 0.12251, 1.08005], [-0.58162, 1.57821, 0.07005], [-1.24988, 2.93741, 2.05321], [-1.31364, 1.46749, 3.05063], [1.12426, 1.06823, 2.55476], [1.16989, 2.56117, 1.63597], [0.54132, 3.84696, 3.67377], [0.46045, 2.35321, 4.59731], [2.87707, 1.93112, 4.11999], [2.95536, 3.43123, 3.20585], [2.39011, 4.70880, 5.27468], [2.33006, 3.21111, 6.18040], [4.53711, 4.33226, 6.46877], [4.74410, 2.77916, 5.64809], [4.80738, 4.27865, 4.72174]], "forces_ev_per_a": [[-0.0514, -0.1641, -0.2486], [0.4820, 0.0079, -0.3981], [0.2185, 0.2672, -0.3320], [1.6653, -0.2432, -0.0290], [-1.9848, 0.1735, -0.2914], [-0.3447, -0.4348, -0.0553], [0.0509, 0.0256, 0.0943], [0.3270, 0.1643, -0.0981], [-0.4536, 0.4122, 0.0061], [0.4620, -0.1183, -0.2100], [-0.1404, -0.1199, 0.1282], [-0.2447, 0.0389, 1.4588], [0.5455, -0.4713, -0.5774], [-1.5720, -0.4537, -1.1580], [-0.2238, 0.2189, 0.2420], [-0.3042, 0.8286, -0.0961], [0.5150, -0.3539, 0.6186], [-0.3181, 0.0628, -0.1817], [-0.2814, 0.0947, 0.0086], [-0.1108, -0.0598, -0.1852], [0.0146, 0.0381, 0.0189], [0.1922, 0.1559, 0.2649], [0.1829, 0.0225, 0.0494], [-0.0874, 0.0181, 0.0179], [-0.0426, 0.0170, 0.0305], [-1.2545, -0.1865, 1.6088], [2.1050, 0.1002, -0.5649], [0.4609, -0.3216, 0.4362], [0.3218, -0.0109, 0.4660], [0.3225, 0.6081, -0.8516], [-0.7559, -0.3893, -0.0919], [-0.3440, -0.1302, 0.2461], [0.4776, 0.0726, -0.0285], [0.1737, -0.0175, 0.1244], [0.0785, 0.1362, -0.2670], [-0.0869, 0.2443, -0.0373], [0.0349, -0.0913, 0.1404], [0.0468, -0.1820, 0.1256], [0.0654, 0.1516, -0.1962], [-0.0428, 0.0088, -0.0149], [-0.0115, -0.0286, 0.0023], [-0.0311, -0.0368, 0.0132], [-0.0222, 0.0241, -0.0339], [-0.0144, 0.0187, -0.0817], [-0.0145, -0.0748, -0.0209], [-0.0183, -0.0106, -0.0117], [-0.0200, 0.0027, -0.0183], [0.0347, -0.0412, -0.0587], [0.0001, 0.0297, 0.0073], [-0.0020, -0.0029, 0.0296]], "mulliken_spin": [0.000, 0.000, 0.000, 0.000, 0.000, 0.000, 0.000, 0.000, 0.000, 0.000, 0.000, 0.000, 0.955, -0.043, 0.010, 0.084, 0.011, -0.002, -0.004, 0.001, 0.000, 0.000, 0.000, 0.000, 0.000, -0.011, 0.043, 0.004, -0.003, -0.024, -0.026, 0.002, -0.002, 0.001, -0.002, 0.005, 0.000, 0.000, 0.000, -0.001, 0.000, 0.000, 0.000, 0.000, 0.000, 0.000, 0.000, 0.000, 0.000, 0.000]}

***

# 3
{"formula": "C4H12", "method": "ωB97M-V with the def2-TZVPD basis set", "homo_lumo_gap_ev": 12.577, "charge": 0, "smiles": "CC.CC", "e_homo_ev": -11.467, "symbols": ["C", "C", "H", "H", "H", "H", "H", "H", "C", "C", "H", "H", "H", "H", "H", "H"], "positions_angstrom": [[-0.10283, -1.46247, -1.48450], [-0.20660, -2.66360, -0.52880], [-0.39925, -1.68957, -2.48330], [-0.73144, -0.65281, -1.16944], [0.95052, -1.02527, -1.55802], [0.23974, -2.43637, 0.44677], [0.30926, -3.53171, -0.97102], [-1.26310, -3.06549, -0.43345], [0.04554, 1.44225, 0.64952], [0.25554, 2.77479, 1.49866], [0.96644, 1.22848, 0.03634], [-0.25318, 0.55030, 1.33619], [-0.64041, 1.42465, -0.13384], [0.93323, 3.34741, 0.73634], [-0.81606, 3.23127, 1.62652], [0.71261, 2.52815, 2.43202]], "forces_ev_per_a": [[1.4946, 0.3590, 0.6055], [-0.5727, -0.7228, -0.7232], [-0.2280, -0.4268, -0.7600], [-0.3617, 0.4526, 0.3101], [-1.2536, -0.7678, 0.2512], [-0.3257, -0.1703, -0.1747], [0.2014, 0.3456, 0.2929], [1.0405, 0.8949, 0.1705], [1.8113, -1.3368, 2.2450], [-1.7869, -0.1999, -3.7997], [-0.4208, -0.2282, 1.2319], [0.8137, 1.3580, -1.2497], [-1.8357, 0.7792, -0.9716], [-1.3000, -0.1833, 2.1406], [2.3308, -0.3792, -0.0253], [0.3930, 0.2259, 0.4566]], "mulliken_charge": [-0.679, -0.816, 0.366, 0.126, 0.216, 0.264, 0.280, 0.248, -0.821, -0.741, 0.251, 0.229, 0.361, 0.227, 0.218, 0.269]}